164
Properties=species:S:1:pos:R:3:forces:R:3 method="wB97M-V/def2-TZVPD" energy_ha=-2239.37060 homo_ha=-0.2902 e_lumo_ev=0.200 mol_weight_da=766.4 e_above_lowest_kcal_mol=117.9 smiles="CCN(CC)CC.CCN(CC)CC.CCN(CC)CC.CCN(CC)CC.CCN(CC)CC.CCN(CC)CC.CCN(CC)CC.CC(C)=O" largest_force_ev_per_a=3.1 total_charge=0
C 17.480 13.092 10.921 0.3 -0.3 1.0
C 17.586 13.017 12.466 -0.1 -0.8 0.2
N 16.943 11.799 13.117 1.1 1.5 -2.3
C 15.542 11.685 12.815 -0.8 0.1 -0.6
C 14.590 12.464 13.701 0.0 -0.5 0.0
C 17.411 11.579 14.443 0.5 -0.4 -0.3
C 17.091 10.160 14.851 -0.2 0.0 1.0
H 17.392 12.046 10.627 -0.5 0.2 -0.6
H 18.450 13.411 10.540 0.0 0.2 0.0
H 16.734 13.795 10.553 -0.2 -0.5 -0.1
H 18.664 12.968 12.619 0.0 -0.4 0.6
H 17.275 13.936 12.963 -0.3 0.3 0.0
H 15.412 12.053 11.797 0.2 0.3 -0.1
H 15.115 10.690 12.690 0.7 -0.7 0.4
H 13.630 12.491 13.184 0.0 0.8 -0.1
H 14.328 11.919 14.608 0.5 0.2 0.4
H 15.093 13.412 13.890 -0.8 0.3 0.3
H 17.049 12.287 15.188 -0.5 0.2 0.3
H 18.486 11.759 14.447 0.2 -0.2 -0.2
H 16.103 10.183 15.311 0.0 -0.4 0.2
H 17.832 9.849 15.588 -0.2 -0.2 0.2
H 17.064 9.416 14.056 0.2 0.4 -0.2
C 12.563 27.832 11.895 0.6 0.6 0.4
C 13.079 27.430 10.513 -1.5 -0.6 1.7
N 12.606 26.052 10.260 0.0 0.7 -1.2
C 13.324 24.997 10.964 -0.1 0.1 0.1
C 14.799 24.905 10.597 -0.8 0.1 0.7
C 12.560 25.810 8.824 -1.7 -0.9 0.1
C 11.364 26.514 8.167 0.2 1.0 0.0
H 12.974 28.831 12.034 -0.2 0.2 0.6
H 12.869 27.189 12.720 0.5 0.0 -0.1
H 11.480 27.871 12.011 -0.1 0.1 -0.6
H 12.613 28.190 9.886 -0.1 -0.6 -0.7
H 14.152 27.613 10.449 0.3 -0.3 -0.1
H 13.145 25.166 12.025 0.4 -0.1 0.1
H 12.890 24.019 10.754 -0.5 0.1 -0.2
H 15.221 24.049 11.124 0.3 0.2 -0.1
H 14.864 24.749 9.520 0.4 0.2 0.1
H 15.205 25.852 10.954 0.8 -0.3 -0.4
H 12.285 24.761 8.706 0.8 -0.4 -0.1
H 13.517 26.078 8.377 0.0 -0.2 -0.6
H 11.003 26.169 7.198 0.9 -0.2 -0.3
H 11.670 27.557 8.091 -0.6 0.2 -0.3
H 10.431 26.447 8.726 0.4 0.0 0.7
C 21.149 16.480 4.473 -0.3 -0.5 1.7
C 21.564 15.888 5.865 0.2 -0.4 -1.8
N 22.506 14.779 5.609 0.7 0.8 -0.6
C 22.022 13.570 4.792 0.2 0.9 2.1
C 21.048 12.765 5.645 0.1 -1.0 -0.3
C 23.332 14.548 6.822 0.2 -2.0 -0.6
C 24.707 13.808 6.642 -0.8 0.4 -0.8
H 20.464 17.303 4.678 0.0 0.1 -0.4
H 20.618 15.691 3.941 -0.1 0.3 -0.2
H 22.024 16.794 3.905 -0.1 0.0 0.1
H 22.006 16.667 6.487 0.6 -0.1 -0.2
H 20.701 15.603 6.466 -0.5 -0.3 -0.1
H 21.451 13.768 3.884 0.5 1.0 0.0
H 22.940 13.068 4.486 -0.2 -0.3 0.2
H 21.522 12.331 6.526 -0.2 0.4 0.3
H 20.163 13.366 5.853 0.2 0.1 0.5
H 20.633 11.889 5.147 0.2 -0.1 -0.5
H 22.716 13.934 7.478 0.1 0.2 0.8
H 23.625 15.499 7.267 -0.7 0.0 0.0
H 25.095 13.285 7.516 -0.3 0.5 0.4
H 25.398 14.587 6.320 0.4 -0.4 -0.1
H 24.672 13.005 5.905 -0.1 0.2 -0.3
C 8.942 20.294 3.310 -0.4 -0.7 1.3
C 7.732 21.182 3.063 0.0 0.7 -0.5
N 7.056 21.732 4.236 0.7 -1.6 0.5
C 6.539 20.632 5.062 0.7 0.2 0.7
C 6.798 21.028 6.515 -0.3 -0.2 -0.2
C 6.001 22.650 3.907 0.4 1.5 -0.3
C 6.593 23.922 3.226 -1.2 0.1 -0.7
H 8.693 19.355 3.804 -0.5 -0.2 -0.2
H 9.575 20.715 4.090 0.5 0.5 -0.5
H 9.462 19.955 2.414 0.1 0.7 -0.1
H 8.075 22.045 2.492 -0.1 -0.1 -0.3
H 6.977 20.655 2.479 -0.1 -0.3 -0.6
H 7.073 19.692 4.921 0.0 0.1 -0.5
H 5.503 20.439 4.781 -0.4 0.0 0.4
H 6.533 22.084 6.571 -0.2 -0.1 0.7
H 7.858 20.932 6.752 0.1 0.2 -0.3
H 6.312 20.376 7.241 -0.5 0.3 0.0
H 5.199 22.222 3.306 0.1 -0.4 -0.9
H 5.384 22.908 4.767 0.7 0.2 0.7
H 7.566 24.294 3.548 0.0 -0.6 0.3
H 6.611 23.790 2.144 0.5 -0.3 -0.1
H 5.924 24.782 3.272 -0.3 0.0 0.5
C 14.345 25.027 2.888 0.8 -0.3 1.7
C 14.479 26.570 2.970 1.0 -2.1 -0.5
N 13.248 27.219 2.904 -2.0 2.0 -1.2
C 13.419 28.692 3.251 -0.6 -1.3 -0.2
C 12.098 29.421 3.343 -0.3 0.3 0.4
C 12.537 26.956 1.610 -0.9 0.1 -0.5
C 13.225 27.297 0.250 0.6 1.6 1.8
H 14.147 24.451 1.984 -0.6 0.8 -0.3
H 13.705 24.727 3.717 -0.6 -0.2 -0.3
H 15.282 24.574 3.212 0.5 0.2 0.0
H 14.879 26.852 3.944 0.6 -0.3 -0.1
H 15.164 26.824 2.162 0.5 0.6 -0.1
H 13.915 28.779 4.218 0.0 -0.5 0.1
H 14.103 29.198 2.570 0.0 0.1 -0.4
H 11.322 28.891 3.895 0.1 -0.7 -0.4
H 12.179 30.283 4.005 0.4 0.5 -0.5
H 11.732 29.711 2.358 -0.2 0.1 0.2
H 11.566 27.451 1.622 0.2 0.6 0.2
H 12.154 25.939 1.529 0.7 -0.5 0.6
H 14.141 26.731 0.083 -0.5 -0.4 -0.5
H 13.607 28.304 0.419 0.3 0.4 -0.1
H 12.555 27.496 -0.586 0.0 -1.0 0.0
C 7.428 22.625 13.207 -0.5 0.3 -0.6
C 7.357 21.160 12.773 0.0 0.1 0.0
N 7.185 20.228 13.858 -0.1 1.7 0.4
C 8.292 20.293 14.824 -1.4 0.2 0.1
C 7.576 20.408 16.148 0.9 -0.9 2.1
C 6.880 18.892 13.451 0.2 -0.6 -1.3
C 5.589 18.633 12.589 0.1 -0.2 0.6
H 6.394 22.938 13.354 0.2 0.4 0.4
H 7.857 23.229 12.407 -0.3 -0.1 -0.4
H 8.073 22.919 14.034 -0.3 -0.6 0.4
H 6.487 21.009 12.134 0.2 0.4 -0.2
H 8.243 20.968 12.167 0.4 -0.5 -0.2
H 8.935 19.425 14.680 0.1 -0.3 0.5
H 8.944 21.159 14.709 -0.2 0.0 -0.4
H 6.814 19.642 16.291 -0.3 0.1 -0.4
H 8.234 20.206 16.994 0.6 -0.2 0.1
H 7.179 21.377 16.452 -0.2 0.2 -0.9
H 6.904 18.185 14.280 -0.4 0.3 0.4
H 7.782 18.593 12.917 0.1 -0.7 -0.9
H 5.739 17.771 11.938 0.2 -0.1 0.1
H 5.172 19.404 11.941 0.7 0.4 0.1
H 4.732 18.369 13.209 0.1 0.0 0.4
C 13.550 18.129 10.873 -0.2 0.1 -0.2
C 12.785 17.861 9.555 0.8 -1.6 -0.1
N 13.701 17.752 8.372 0.4 1.5 2.6
C 13.078 17.182 7.216 -0.2 1.5 -0.1
C 13.068 15.717 7.252 0.4 -2.4 -0.6
C 14.274 19.076 8.084 -0.1 -0.5 -0.5
C 15.712 18.926 7.537 -0.9 1.5 -0.1
H 13.095 17.649 11.740 -0.4 -0.1 -0.2
H 13.619 19.184 11.139 0.2 0.0 -0.2
H 14.536 17.670 10.810 0.1 0.3 -0.2
H 12.350 16.869 9.679 -0.1 -0.2 -0.1
H 11.917 18.498 9.384 0.0 0.6 -0.1
H 12.112 17.683 7.154 -0.7 -0.4 -0.5
H 13.623 17.522 6.335 0.2 -0.1 -0.1
H 14.083 15.325 7.315 0.3 0.3 0.5
H 12.503 15.202 8.029 -0.2 0.4 0.2
H 12.788 15.241 6.313 -0.6 0.3 -0.2
H 14.236 19.763 8.929 0.3 -0.5 0.5
H 13.598 19.603 7.410 0.0 0.0 -0.7
H 15.885 17.948 7.088 0.2 0.1 0.4
H 16.383 19.260 8.328 0.4 -0.9 0.0
H 15.857 19.683 6.766 0.1 0.0 -0.3
C 4.925 13.750 7.119 0.4 0.2 0.1
C 6.317 13.745 7.746 -1.0 -0.1 0.0
O 6.632 12.816 8.434 0.4 -0.8 0.5
C 7.250 14.898 7.554 -0.7 0.2 0.5
H 4.839 14.539 6.373 -0.2 -0.4 -0.3
H 4.154 13.932 7.869 0.2 0.2 0.3
H 4.738 12.731 6.781 0.0 0.2 -0.4
H 6.631 15.794 7.508 0.3 0.3 -0.3
H 7.823 14.751 6.639 0.1 0.2 0.1
H 7.844 14.941 8.467 0.4 0.0 -0.4



16
Properties=species:S:1:pos:R:3:forces:R:3 method="wB97M-V/def2-TZVPD" energy_ha=-267.29463 homo_ha=-0.5042 e_lumo_ev=-3.466 mol_weight_da=79.1 e_above_lowest_kcal_mol=18.9 largest_force_ev_per_a=1.9 total_charge=+1
N -0.937 -0.403 0.029 0.2 -1.7 0.8
C 0.059 -0.229 1.201 -0.7 0.3 -0.6
C 1.400 0.307 0.734 0.6 -0.2 0.7
N 2.260 -0.743 0.180 -0.7 -0.8 0.5
H -1.500 0.349 -0.376 0.7 0.6 -0.1
H -1.603 -1.121 0.319 -0.3 0.2 0.1
H -0.390 -0.916 -0.662 0.1 0.5 -0.8
H 0.086 -1.236 1.618 0.4 0.1 0.1
H -0.379 0.426 1.947 -0.2 0.1 -0.1
H 1.832 0.674 1.670 0.0 0.6 -0.2
H 1.234 1.116 0.027 0.2 0.2 0.0
H 3.232 -0.482 0.026 -0.4 0.5 -0.1
H 2.314 -1.430 0.937 0.2 -0.1 -0.5
H -3.035 0.742 -2.174 0.0 0.3 -0.4
H -2.332 1.671 -3.170 0.0 0.2 -0.4
O -2.240 1.275 -2.306 0.0 -0.6 0.9



10
Properties=species:S:1:pos:R:3:forces:R:3 method="wB97M-V/def2-TZVPD" energy_ha=-1038.51266 homo_ha=-0.3407 e_lumo_ev=-0.505 mol_weight_da=133.2 e_above_lowest_kcal_mol=78.4 smiles=Sc1nncn1S largest_force_ev_per_a=6.1 total_charge=0
C 0.428 -0.673 -0.257 -3.0 3.5 1.9
C -1.682 0.298 0.308 3.2 -3.2 -3.5
H 2.108 -1.924 -0.516 1.2 2.8 1.5
H -2.505 1.071 0.502 1.5 -1.6 -0.4
H 1.627 1.632 0.196 -1.5 1.5 -0.4
N -0.504 -1.626 -0.176 0.7 1.3 -0.3
N -1.757 -1.063 -0.006 -0.2 2.2 1.9
N -0.323 0.580 -0.083 -0.4 0.3 1.4
S 2.257 -0.506 0.148 -3.0 -4.6 -2.7
S 0.351 2.209 -0.116 1.5 -2.1 0.5



17
Properties=species:S:1:pos:R:3:forces:R:3 method="wB97M-V/def2-TZVPD" energy_ha=-251.82000 homo_ha=-0.3309 e_lumo_ev=1.272 mol_weight_da=85.1 e_above_lowest_kcal_mol=26.7 smiles=CCN1C[C@H]1C largest_force_ev_per_a=0.3 total_charge=0
C -1.844 1.075 -0.268 0.0 0.1 0.0
C -1.484 -0.402 -0.151 -0.2 0.0 0.1
N -0.074 -0.628 -0.452 -0.1 0.0 -0.1
C 0.677 -1.545 0.385 0.0 -0.2 0.1
C 0.932 -0.080 0.437 0.1 0.2 0.1
C 2.113 0.571 -0.238 0.0 -0.1 0.0
H -2.925 1.204 -0.384 0.2 0.0 0.1
H -1.532 1.633 0.622 0.0 -0.1 -0.2
H -1.347 1.518 -1.136 -0.1 -0.1 0.1
H -1.769 -0.771 0.850 0.2 0.0 -0.1
H -2.067 -0.986 -0.872 0.1 0.1 0.1
H 0.162 -1.981 1.242 0.0 0.1 -0.1
H 1.359 -2.239 -0.111 -0.1 0.3 0.0
H 0.583 0.429 1.339 -0.1 -0.2 -0.1
H 2.980 0.653 0.429 -0.2 0.0 -0.1
H 1.847 1.578 -0.585 0.1 -0.2 0.1
H 2.390 -0.029 -1.108 0.0 0.1 0.1



59
Properties=species:S:1:pos:R:3:forces:R:3 method="wB97M-V/def2-TZVPD" energy_ha=-2024.25125 homo_ha="-0.4627 / -0.4628" s_squared=3.818 e_lumo_ev="-6.601 / -4.961" mol_weight_da=338.0 multiplicity=4 largest_force_ev_per_a=5.0 total_charge=+1
Cr -23.226 24.049 3.270 0.5 3.0 -0.7
B -24.958 24.286 4.821 0.0 -0.7 0.7
H -25.069 24.305 3.748 -0.6 0.1 -4.9
H -25.495 23.403 5.130 -1.4 -3.5 1.1
H -23.910 24.331 5.074 4.4 -0.3 1.6
H -25.383 25.185 5.240 -1.3 3.2 1.0
B -23.553 26.185 2.752 -0.8 -0.4 -1.1
H -24.580 26.014 2.467 -3.6 -0.8 -0.9
H -23.398 27.248 2.655 1.3 3.4 0.5
H -23.401 25.863 3.771 0.6 -1.0 4.4
H -22.934 25.640 2.057 2.5 -1.4 -2.7
C -25.440 23.014 1.270 -1.9 -0.2 -1.3
O -24.176 23.678 1.431 -0.4 -1.5 1.6
H -25.409 22.096 0.684 0.8 0.1 -0.3
H -26.034 22.678 2.120 1.0 0.7 0.9
H -26.072 23.714 0.724 -0.1 -0.1 0.0
H -23.850 23.830 0.541 0.6 0.3 0.1
C -22.387 29.467 0.459 0.6 0.3 0.6
O -22.505 28.058 0.555 -0.1 -0.2 -0.5
H -22.565 29.848 1.465 -0.2 0.5 -0.1
H -21.345 29.705 0.242 -0.1 0.0 -0.3
H -23.069 29.905 -0.269 0.1 0.0 0.0
H -23.255 27.936 1.141 -0.1 -0.5 -0.2
C -26.826 27.608 1.566 0.3 -1.3 1.3
O -25.770 28.411 2.116 -0.6 0.6 -0.9
H -27.504 28.072 0.849 0.7 0.5 0.1
H -26.427 26.670 1.180 0.3 0.1 -0.8
H -27.432 27.207 2.378 -0.4 0.4 0.3
H -25.136 27.839 2.555 -0.3 -0.3 0.0
C -20.360 23.153 1.843 1.4 -1.0 -1.2
O -21.465 23.988 1.826 -2.2 -0.2 2.3
H -19.977 22.792 2.797 -0.5 0.4 0.2
H -20.635 22.312 1.207 0.6 -0.4 0.1
H -19.605 23.762 1.346 0.7 -0.6 0.2
H -21.296 24.531 1.053 -0.5 1.7 -0.7
C -20.708 24.254 5.619 0.3 -1.1 -0.1
O -21.517 24.722 4.559 -1.0 -0.3 -0.8
H -21.044 23.219 5.673 0.5 0.0 1.1
H -19.666 24.306 5.302 0.1 -0.3 0.0
H -20.784 24.868 6.516 -0.5 -0.3 0.1
H -21.175 25.601 4.381 -0.3 1.5 -0.8
C -20.133 25.604 -1.203 0.5 1.0 -1.6
O -20.829 25.853 -0.043 -0.5 -0.9 2.2
H -20.808 25.181 -1.946 0.4 -0.7 -0.1
H -19.802 26.532 -1.670 0.1 0.2 0.1
H -19.213 25.066 -0.976 -0.3 -0.5 -0.2
H -21.309 26.684 -0.006 -0.4 0.6 -0.1
C -24.105 27.765 6.012 -1.2 1.1 -0.3
O -23.284 28.872 5.619 0.9 -0.7 -0.5
H -24.779 28.219 6.738 0.0 -0.8 0.6
H -24.768 27.413 5.222 0.2 0.0 -0.3
H -23.543 26.896 6.355 0.2 0.4 0.3
H -23.614 29.289 4.820 -0.4 0.0 0.1
C -20.456 28.352 3.416 -0.8 -0.5 -0.8
O -21.068 27.475 4.350 1.0 -1.4 0.5
H -20.728 28.010 2.417 -0.4 0.4 -0.3
H -20.835 29.355 3.615 0.5 0.2 -0.2
H -19.372 28.251 3.376 0.0 0.2 0.9
H -21.998 27.674 4.478 -0.1 0.7 0.1